1.
14
Properties=species:S:1:pos:R:3:nbo_charge:R:1 method="wB97M-V/def2-TZVPD" charge=0 e_above_lowest_kcal_mol=90.1 spin_multiplicity=1 fmax_ev_per_a=5.229 homo_lumo_gap_ev=9.337 homo_energy_ha=-0.32752
C -0.202 0.802 1.071 0.07
C -0.168 -0.193 -0.068 -0.30
C 0.949 -1.210 -0.208 -0.40
C 0.729 -0.137 -1.371 -0.39
H -3.262 0.666 2.556 0.19
H 0.742 1.232 1.470 0.21
H -1.260 -0.500 -0.305 0.23
H 0.584 -2.215 -0.373 0.22
H 1.652 -1.098 0.547 0.22
H 0.021 -0.467 -2.210 0.25
H 2.631 0.381 -2.365 0.16
N -1.341 1.105 1.643 -0.52
S -2.882 0.375 1.010 0.05
S 1.807 1.261 -1.397 0.01

2.
13
Properties=species:S:1:pos:R:3:nbo_charge:R:1 method="wB97M-V/def2-TZVPD" charge=0 e_above_lowest_kcal_mol=62.5 spin_multiplicity=1 fmax_ev_per_a=4.695 homo_lumo_gap_ev=7.782 homo_energy_ha=-0.27544
C 2.461 0.130 -0.268 -0.14
C 2.022 -1.191 -0.057 -0.32
C 0.644 -0.586 -0.064 0.35
C 1.295 0.900 0.386 -0.49
N -0.739 -0.824 -0.378 -1.01
Si -2.341 -0.164 0.066 1.10
H 3.331 0.562 -0.767 0.22
H 1.390 1.024 1.423 0.20
H 0.797 1.843 -0.019 0.19
H -0.698 -1.709 -0.955 0.42
H -2.528 -0.244 1.569 -0.17
H -3.356 -0.939 -0.452 -0.18
H -2.277 1.198 -0.484 -0.17

3.
14
Properties=species:S:1:pos:R:3:nbo_charge:R:1 method="wB97M-V/def2-TZVPD" charge=+1 e_above_lowest_kcal_mol=45.4 spin_multiplicity=3 fmax_ev_per_a=2.626 homo_lumo_gap_ev="7.364 / 6.868" homo_energy_ha="-0.50155 / -0.50200"
C 0.449 -0.082 -0.623 -0.05
C -0.225 0.213 0.498 -0.33
C -0.573 -0.812 1.499 0.07
O -1.874 -1.058 1.692 -0.68
Ni -2.615 -1.208 3.174 1.16
H 0.849 -1.093 -0.761 0.22
H -0.603 1.227 0.666 0.23
H 0.046 -1.721 1.374 0.23
H -0.446 -0.643 2.962 0.09
O 1.779 0.641 -2.510 -0.69
C 0.567 0.829 -1.806 -0.12
H 0.440 1.877 -1.490 0.19
H 2.445 1.235 -2.152 0.48
H -0.239 0.595 -2.520 0.22

4.
15
Properties=species:S:1:pos:R:3:nbo_charge:R:1 method="wB97M-V/def2-TZVPD" charge=0 e_above_lowest_kcal_mol=23.6 spin_multiplicity=4 fmax_ev_per_a=4.333 homo_lumo_gap_ev="8.875 / 8.078" homo_energy_ha="-0.33818 / -0.33321"
O -0.840 1.828 -1.353 -0.72
Ni 0.009 1.954 0.294 1.39
O 1.852 1.558 0.324 -0.89
C 2.083 0.364 -0.345 -0.10
C 0.881 -0.576 -0.339 -0.11
O -0.111 -0.052 0.566 -0.61
C -1.201 -0.832 0.871 0.13
C -2.441 -0.366 0.748 -0.48
H 2.943 -0.204 0.059 0.15
H 2.321 0.566 -1.412 0.16
H 1.180 -1.540 0.095 0.21
H 0.199 -0.301 -1.472 0.22
H -0.972 -1.899 0.820 0.19
H -2.629 0.516 0.130 0.23
H -3.274 -1.015 1.015 0.22

5.
13
Properties=species:S:1:pos:R:3:nbo_charge:R:1 method="wB97M-V/def2-TZVPD" charge=+1 e_above_lowest_kcal_mol=66.3 spin_multiplicity=1 fmax_ev_per_a=3.837 homo_lumo_gap_ev=9.161 homo_energy_ha=-0.54929
C -0.013 1.428 -1.415 -0.34
C -1.504 -0.718 0.583 0.36
C 0.031 0.638 -0.377 0.18
C 1.081 -0.260 0.175 -0.14
O 0.531 -1.176 1.037 -0.64
O -1.135 0.480 0.382 -0.39
H -1.013 1.825 -1.836 0.26
H 0.940 1.856 -1.961 0.27
H -1.777 -1.082 1.612 0.24
H -1.211 -1.495 -0.206 0.22
H 1.790 0.187 0.756 0.22
H 1.620 -0.804 -0.726 0.24
H 0.660 -0.879 1.975 0.52

6.
13
Properties=species:S:1:pos:R:3:nbo_charge:R:1 method="wB97M-V/def2-TZVPD" charge=+1 e_above_lowest_kcal_mol=118.9 spin_multiplicity=1 fmax_ev_per_a=4.547 homo_lumo_gap_ev="9.003 / 9.002" homo_energy_ha="-0.51489 / -0.51488"
C -0.577 -0.731 -2.057 -0.47
C 1.321 0.994 0.308 0.22
C 0.033 -0.561 -0.917 0.32
C -1.059 -0.236 1.171 -0.02
O -0.037 0.548 1.726 -0.59
O 1.186 -0.151 -0.377 -0.40
H 0.048 -0.599 -2.932 0.25
H -1.596 -1.144 -2.324 0.29
H 2.381 0.906 0.583 0.24
H 0.789 1.871 0.105 0.22
H -1.051 -1.255 1.311 0.21
H -1.971 0.228 1.050 0.21
H 0.535 0.130 2.352 0.53

7.
14
Properties=species:S:1:pos:R:3:nbo_charge:R:1 method="wB97M-V/def2-TZVPD" charge=0 e_above_lowest_kcal_mol=50.2 spin_multiplicity=1 fmax_ev_per_a=4.212 homo_lumo_gap_ev=9.625 homo_energy_ha=-0.32940
C 0.409 0.763 0.651 -0.17
C 0.996 0.035 -0.271 -0.50
C -1.001 1.333 0.511 -0.54
C -1.846 0.704 1.617 0.44
O 1.052 -2.033 -1.760 -0.96
O -1.553 0.410 2.726 -0.51
P 0.036 -0.787 -1.657 0.83
H 0.990 1.173 1.508 0.21
H 2.096 -0.190 -0.182 0.24
H -0.977 2.377 0.531 0.25
H -1.373 0.874 -0.441 0.21
H -2.944 0.368 1.457 0.10
H 1.095 -2.262 -2.686 0.49
H -0.892 -1.251 -0.734 -0.10

8.
14
Properties=species:S:1:pos:R:3:nbo_charge:R:1 method="wB97M-V/def2-TZVPD" charge=0 e_above_lowest_kcal_mol=19.8 spin_multiplicity=1 fmax_ev_per_a=0.863 homo_lumo_gap_ev="5.387 / 5.387" homo_energy_ha="-0.20546 / -0.20543"
H -4.605 2.898 5.610 -0.80
O 3.014 -0.563 -2.184 -0.67
C 2.184 -0.385 -1.127 0.16
C 0.938 -0.864 -1.125 -0.31
C -0.018 -0.673 0.016 -0.54
C -1.238 0.118 -0.362 0.47
O -1.945 0.696 0.440 -0.56
Rb -3.916 1.948 3.188 0.80
H 3.880 -0.187 -2.000 0.49
H 2.601 0.152 -0.269 0.17
H 0.583 -1.414 -2.002 0.22
H 0.454 -0.205 0.892 0.24
H -0.414 -1.647 0.361 0.24
H -1.518 0.126 -1.437 0.12

9.
14
Properties=species:S:1:pos:R:3:nbo_charge:R:1 method="wB97M-V/def2-TZVPD" charge=-1 e_above_lowest_kcal_mol=111.3 spin_multiplicity=1 fmax_ev_per_a=2.928 homo_lumo_gap_ev="6.635 / 6.617" homo_energy_ha="-0.10762 / -0.10894"
C -0.053 -0.954 -0.413 -0.53
C -0.908 -0.299 0.600 -0.16
C 1.034 0.141 -0.546 -0.36
C -2.062 0.578 0.279 -0.67
O 3.121 -1.238 0.111 -1.06
O 3.363 1.220 -0.620 -1.06
S 2.636 0.173 0.262 1.43
H 0.477 -1.727 0.017 0.24
H -0.467 -1.277 -1.428 0.19
H -0.668 -0.469 1.654 0.19
H 0.723 1.247 -0.657 0.18
H -1.812 1.647 -0.281 0.20
H -2.459 0.829 1.366 0.21
H -2.925 0.131 -0.345 0.20

10.
14
Properties=species:S:1:pos:R:3:nbo_charge:R:1 method="wB97M-V/def2-TZVPD" charge=-1 e_above_lowest_kcal_mol=2.6 smiles="CC(C)SC(=O)[O-]" spin_multiplicity=1 fmax_ev_per_a=2.774 homo_lumo_gap_ev=7.595 homo_energy_ha=-0.14309
C -3.637 0.225 0.281 0.80
C -0.400 0.022 1.304 -0.62
C 0.644 -0.471 -0.944 -0.61
C -0.604 0.075 -0.253 -0.30
O -3.397 1.387 0.392 -0.72
O -4.431 -0.536 0.731 -0.71
S -2.237 -0.753 -0.756 -0.21
H -0.137 -1.050 1.519 0.19
H 0.394 0.710 1.566 0.18
H -1.348 0.336 1.954 0.23
H 0.914 -1.473 -0.816 0.19
H 1.450 0.101 -0.662 0.19
H 0.565 -0.459 -1.990 0.21
H -0.618 1.146 -0.480 0.19

11.
14
Properties=species:S:1:pos:R:3:nbo_charge:R:1 method="wB97M-V/def2-TZVPD" charge=+1 e_above_lowest_kcal_mol=129.6 spin_multiplicity=1 fmax_ev_per_a=4.499 homo_lumo_gap_ev="7.356 / 8.887" homo_energy_ha="-0.50840 / -0.53450"
C -1.781 -0.580 -0.644 0.72
C 2.300 -0.205 0.490 0.33
C 0.116 -0.405 -2.138 0.20
C -1.433 0.603 1.463 -0.31
O 1.122 -0.022 0.320 -0.59
O -0.848 -0.112 -1.330 -0.38
O -2.153 -0.132 0.472 -0.41
H 2.823 0.230 1.435 0.15
H 2.823 -0.692 -0.229 0.13
H 0.552 -1.442 -1.930 0.21
H 0.384 0.229 -2.970 0.23
H -2.188 0.616 2.272 0.24
H -1.305 1.683 1.186 0.22
H -0.411 0.230 1.605 0.25

12.
15
Properties=species:S:1:pos:R:3:nbo_charge:R:1 method="wB97M-V/def2-TZVPD" charge=-2 e_above_lowest_kcal_mol=63.5 spin_multiplicity=1 fmax_ev_per_a=3.512 homo_lumo_gap_ev=6.002 homo_energy_ha=0.03587
C -1.015 1.274 -0.662 -0.49
C -1.228 -0.112 -1.181 -0.44
C -0.128 0.203 -0.174 -0.34
C 1.359 0.158 -0.691 -0.69
O 1.501 -1.905 1.817 -1.21
O 0.493 0.080 3.026 -1.20
O -0.944 -1.926 2.507 -1.21
P 0.296 -1.120 2.229 2.45
H -0.539 1.924 -1.418 0.12
H -1.600 1.900 -0.007 0.17
H -2.141 -0.626 -0.865 0.18
H -1.096 -0.240 -2.490 0.07
H 1.604 0.965 -1.443 0.13
H 1.643 -0.869 -0.997 0.20
H 1.795 0.295 0.350 0.25

13.
15
Properties=species:S:1:pos:R:3:nbo_charge:R:1 method="wB97M-V/def2-TZVPD" charge=0 e_above_lowest_kcal_mol=40.6 spin_multiplicity=1 fmax_ev_per_a=5.022 homo_lumo_gap_ev=9.888 homo_energy_ha=-0.34095
C 1.814 0.696 -0.698 -0.04
C 1.593 -0.400 0.064 -0.71
C 0.907 1.851 -0.575 -0.12
C -2.267 -1.409 0.225 -0.26
O -0.257 -0.828 2.222 -1.02
O -0.104 1.643 0.344 -0.77
O -1.016 -0.865 -0.288 -0.80
P 0.028 -0.468 0.837 2.28
H 2.710 0.895 -1.121 0.20
H 2.299 -1.170 0.139 0.25
H 1.372 2.780 -0.485 0.19
H 0.414 1.789 -1.571 0.18
H -2.478 -1.020 1.226 0.21
H -2.003 -2.429 0.191 0.19
H -3.013 -1.064 -0.510 0.20

14.
15
Properties=species:S:1:pos:R:3:nbo_charge:R:1 method="wB97M-V/def2-TZVPD" charge=0 e_above_lowest_kcal_mol=17.3 spin_multiplicity=2 fmax_ev_per_a=5.032 homo_lumo_gap_ev="6.067 / 9.203" homo_energy_ha="-0.20499 / -0.33126"
H 1.997 1.067 -1.681 0.18
O -0.296 -0.608 -0.490 -0.50
C -0.175 0.533 -1.114 0.85
O -0.921 0.715 -2.084 -0.68
Pb -0.849 2.896 -2.602 0.73
O 0.452 2.480 -1.034 -0.96
C 1.248 1.342 -0.913 -0.13
H 1.576 1.262 0.144 0.18
C 0.006 -0.730 0.919 -0.07
H 1.080 -0.929 1.027 0.18
H -0.220 0.227 1.406 0.19
C -0.824 -1.851 1.488 -0.63
H -1.884 -1.573 1.541 0.22
H -0.720 -2.763 0.886 0.22
H -0.471 -2.067 2.506 0.22

15.
15
Properties=species:S:1:pos:R:3:nbo_charge:R:1 method="wB97M-V/def2-TZVPD" charge=+1 e_above_lowest_kcal_mol=19.0 spin_multiplicity=2 fmax_ev_per_a=1.948 homo_lumo_gap_ev="6.939 / 8.087" homo_energy_ha="-0.42129 / -0.47428"
H -1.703 2.076 -1.463 -0.51
O 1.169 -0.103 -0.378 -0.45
C 0.258 -0.446 0.511 1.06
O -0.690 0.245 0.850 -0.79
O 0.515 -1.635 0.969 -0.43
C -0.401 -2.207 1.911 -0.27
H -0.456 -1.580 2.807 0.20
H -1.392 -2.306 1.452 0.21
H 0.010 -3.190 2.154 0.23
C 1.094 1.143 -1.004 0.00
H 1.550 1.942 -0.420 0.21
C 0.628 1.258 -2.247 -0.32
H 0.281 0.387 -2.805 0.24
H 0.679 2.230 -2.738 0.24
Sc -1.541 2.186 0.402 1.40

16.
15
Properties=species:S:1:pos:R:3:nbo_charge:R:1 method="wB97M-V/def2-TZVPD" charge=-1 spin_multiplicity=1 fmax_ev_per_a=5.016 homo_lumo_gap_ev="4.948 / 4.901" homo_energy_ha="-0.05373 / -0.05119"
O -0.566 1.095 -0.089 -0.59
Sn 3.351 0.481 -0.342 -0.15
O 1.594 0.869 0.286 -0.80
C 0.521 0.399 -0.169 1.01
O 0.457 -0.900 -0.307 -0.50
C -0.825 -1.608 -0.521 -0.63
H -1.124 -1.283 -1.533 0.13
H -0.545 -2.648 -0.287 0.15
C -1.966 0.166 0.505 0.02
C -3.051 0.444 -0.524 -0.64
H -1.392 -0.348 1.289 0.23
H -2.472 0.598 1.392 0.12
H -2.842 0.037 -1.522 0.22
H -4.006 0.028 -0.175 0.22
H -3.209 1.525 -0.643 0.22

17.
13
Properties=species:S:1:pos:R:3:nbo_charge:R:1 method="wB97M-V/def2-TZVPD" charge=0 e_above_lowest_kcal_mol=79.7 smiles="C#CC.CP=O" spin_multiplicity=1 fmax_ev_per_a=2.813 homo_lumo_gap_ev=8.993 homo_energy_ha=-0.33424
C -0.917 1.468 -0.240 0.01
C -0.751 0.848 0.784 -0.28
C 1.323 -2.166 0.446 -1.11
C -0.898 2.556 -1.179 -0.71
O -0.933 -2.561 1.863 -0.99
P -0.454 -2.285 0.517 1.34
H 0.009 0.184 1.175 0.22
H 1.777 -3.062 -0.032 0.27
H 1.502 -1.346 -0.263 0.24
H 1.832 -1.850 1.306 0.25
H -0.182 3.421 -0.777 0.25
H -1.920 2.910 -1.654 0.26
H -0.388 1.884 -1.946 0.25

18.
12
Properties=species:S:1:pos:R:3:nbo_charge:R:1 method="wB97M-V/def2-TZVPD" charge=0 e_above_lowest_kcal_mol=45.6 smiles="[H]/P=C/C1CC1" spin_multiplicity=1 fmax_ev_per_a=3.377 homo_lumo_gap_ev=9.014 homo_energy_ha=-0.32442
C 0.217 0.850 -0.810 -0.50
C -0.946 -0.987 0.534 -0.40
C 0.607 -1.053 0.793 -0.41
C -0.052 0.210 0.499 -0.34
P -0.152 2.523 -1.103 0.35
H 1.042 0.437 -1.545 0.23
H -1.387 -1.429 -0.381 0.21
H -1.703 -1.087 1.281 0.22
H 1.024 -1.336 1.773 0.23
H 1.255 -1.609 0.046 0.23
H -0.446 0.919 1.266 0.24
H 0.541 2.562 -2.351 -0.05

| no. | electronic energy (Eh) |
| --- | --- |
| 1 | -1007.590690 |
| 2 | -500.659265 |
| 3 | -1814.933592 |
| 4 | -1890.407379 |
| 5 | -306.687393 |
| 6 | -306.603639 |
| 7 | -648.382591 |
| 8 | -331.043073 |
| 9 | -705.163109 |
| 10 | -705.336315 |
| 11 | -381.826714 |
| 12 | -723.614960 |
| 13 | -723.653981 |
| 14 | -575.080184 |
| 15 | -1142.719776 |
| 16 | -596.366977 |
| 17 | -573.068161 |
| 18 | -497.853951 |